<a>
The following is a DFT calculation (the ωB97M-V functional and the def2-TZVPD basis) of a molecular structure, C6H9NO.

Results
HOMO level in eV: -8.6
Orbital gap in Ha: 0.3524

The geometry in XYZ format:
```
17
C6H9NO (the ωB97M-V functional and the def2-TZVPD basis)
C -1.625 -1.461 0.713
C -0.361 -1.294 0.023
C 1.096 0.179 -0.760
C 1.541 1.641 -0.785
C 0.236 1.251 -0.168
C -1.082 -0.114 0.538
H -1.564 -1.670 1.793
H -2.623 -1.840 0.145
H -0.626 -1.256 -1.042
H 1.130 -0.812 0.864
H 0.518 -0.078 -1.713
H 2.218 2.011 0.066
H 1.699 1.881 -1.848
H 0.413 1.280 0.885
H -0.952 0.237 1.681
N 1.148 -1.083 -0.072
O -1.167 1.129 -0.321
```

<b>
The following is a DFT calculation (the ωB97M-V functional and the def2-TZVPD basis) of a molecular structure, C6H9NO.

Results
HOMO level (alpha / beta) in eV: -7.4 / -7.4
Orbital gap (alpha / beta) in Ha: 0.2939 / 0.2938

The geometry in XYZ format:
```
17
C6H9NO (the ωB97M-V functional and the def2-TZVPD basis)
C -2.071 1.083 -0.400
C -0.795 1.240 0.267
C 1.947 -1.001 0.020
C 1.554 0.272 0.797
C 0.603 -0.921 -0.765
C 0.212 0.336 0.110
N -2.075 -1.327 0.456
O -2.725 -0.572 -0.140
H -2.848 1.867 -0.282
H -1.898 0.911 -1.421
H -0.857 1.736 1.189
H 2.990 -0.854 -0.359
H 1.933 -2.000 0.580
H 1.344 0.349 1.914
H 1.978 1.293 0.627
H 0.846 -0.643 -1.789
H -0.137 -1.768 -0.805
```

<c>
The following is a DFT calculation (the ωB97M-V functional and the def2-TZVPD basis) of a single C6H9NO molecule.

Results
HOMO level in eV: -9.3
Orbital gap in Ha: 0.3628
SMILES: C[C@@H]1C[C@@H]1CC#[N+][O-]

The geometry in XYZ format:
```
17
C6H9NO (the ωB97M-V functional and the def2-TZVPD basis)
C 1.006 0.251 -0.638
C -0.070 -0.735 2.234
C 0.539 -0.648 -1.743
C -0.150 0.666 -1.466
C 0.928 -0.177 1.107
C -1.575 0.582 -0.808
N -0.126 -0.812 3.401
O -0.563 -0.833 4.510
H 1.179 -0.650 -2.614
H 0.020 -1.536 -1.598
H 0.001 1.570 -1.992
H 1.889 0.661 -0.719
H 0.993 0.974 1.274
H 1.769 -0.708 1.285
H -2.103 1.549 -0.773
H -1.547 -0.086 0.063
H -2.190 -0.066 -1.522
```

The data favor <c>; the next most stable structure lies 33.1 kJ/mol above it.

<a>
The following is a DFT calculation (the ωB97M-V functional and the def2-TZVPD basis) of a single C6H9NO molecule.

Results
HOMO level in eV: -6.6
Orbital gap in Ha: 0.1486

The geometry in XYZ format:
```
17
C6H9NO (the ωB97M-V functional and the def2-TZVPD basis)
O 2.773 -0.794 0.722
C 1.688 -1.402 0.985
C 0.410 -1.617 0.018
C 0.383 -0.552 1.044
C 0.666 0.830 0.493
C -0.338 1.170 -0.526
N -1.444 0.501 -0.871
C -2.398 1.087 -1.495
H 1.723 -2.288 1.636
H 0.692 -1.296 -0.983
H -0.307 -2.402 0.204
H -0.420 -0.584 1.774
H 0.698 1.589 1.282
H 1.714 0.954 0.164
H -0.142 2.155 -0.971
H -3.237 0.488 -1.833
H -2.462 2.162 -1.643
```

<b>
The following is a DFT calculation (the ωB97M-V functional and the def2-TZVPD basis) of 2 unconnected molecules or ions with the total composition C6H9NO.

Results
HOMO level in eV: -9.7
Orbital gap in Ha: 0.3788
SMILES: c1ccncc1.CO

The geometry in XYZ format:
```
17
C6H9NO (the ωB97M-V functional and the def2-TZVPD basis)
C -3.337 -0.133 0.421
C 0.914 -1.113 -0.474
C 2.244 -1.144 -0.092
C 2.825 0.044 0.073
C 2.048 1.177 0.047
C 0.750 1.223 -0.439
H -1.812 0.086 -0.571
H -4.447 -0.099 0.199
H -3.131 -1.226 0.810
H -3.246 0.511 1.437
H 0.184 -2.030 -0.403
H 2.863 -2.052 0.123
H 3.882 0.121 0.160
H 2.489 2.163 0.662
H 0.293 2.230 -0.566
N 0.195 0.043 -0.640
O -2.713 0.201 -0.746
```

<c>
The following is a DFT calculation (the ωB97M-V functional and the def2-TZVPD basis) of a molecular structure, C6H9NO.

Results
HOMO level in eV: -9.5
Orbital gap in Ha: 0.3757

The geometry in XYZ format:
```
17
C6H9NO (the ωB97M-V functional and the def2-TZVPD basis)
C 0.334 -0.531 2.077
C 0.167 1.089 0.076
C 1.116 0.401 -1.021
C 0.308 -0.944 -0.876
C -0.796 -0.540 -0.098
C -1.157 0.960 -0.554
H -0.083 -1.592 2.303
H 0.579 2.136 0.603
H 2.349 0.037 -0.959
H 0.978 0.889 -1.960
H -0.270 -1.193 -1.819
H 0.959 -1.634 -0.333
H -1.676 -1.393 0.003
H -1.767 1.206 -1.693
H -1.999 1.090 0.491
N -0.337 0.040 0.980
O 1.296 -0.020 2.781
```

The data favor <b>; the next most stable structure lies 378.8 kJ/mol above it.

<a>
The following is a DFT calculation (the ωB97M-V functional and the def2-TZVPD basis) of a single C6H9NO molecule.

Results
HOMO level in eV: -8.6
Orbital gap in Ha: 0.3558
SMILES: C1CN2[C@@H]3[C@@H]1OC[C@@H]32

The geometry in XYZ format:
```
17
C6H9NO (the ωB97M-V functional and the def2-TZVPD basis)
C -1.159 -0.841 1.099
C -1.632 -0.553 -0.373
C 1.000 0.483 -1.113
C 1.599 1.316 0.066
C 0.129 -0.068 0.752
C 0.625 -0.756 -0.479
H -1.826 -0.327 1.797
H -1.069 -1.890 1.298
H -2.243 -1.382 -0.776
H -2.207 0.397 -0.431
H 1.331 0.682 -2.119
H 1.120 2.299 0.262
H 2.731 1.430 -0.003
H -0.403 0.849 0.442
H 1.145 -1.711 -0.402
N -0.442 -0.458 -1.286
O 1.301 0.528 1.265
```

<b>
The following is a DFT calculation (the ωB97M-V functional and the def2-TZVPD basis) of a single C6H9NO molecule.

Results
HOMO level in eV: -8.5
Orbital gap in Ha: 0.2865

The geometry in XYZ format:
```
17
C6H9NO (the ωB97M-V functional and the def2-TZVPD basis)
C 0.649 0.916 -1.347
C -1.659 -0.822 -0.337
C 0.731 0.770 0.178
C -0.851 0.036 0.604
C 1.831 -0.553 0.468
C 0.940 -1.261 0.977
N -1.398 0.585 1.600
O 0.981 1.728 0.921
H -0.727 1.215 2.060
H 2.878 -0.477 0.242
H 0.341 -1.977 1.494
H -0.171 1.593 -1.587
H 1.585 1.361 -1.684
H 0.496 -0.039 -1.844
H -1.083 -1.649 -0.754
H -2.535 -1.211 0.183
H -2.008 -0.214 -1.174
```

<c>
The following is a DFT calculation (the ωB97M-V functional and the def2-TZVPD basis) of a single C6H9NO molecule.

Results
HOMO level in eV: -9.0
Orbital gap in Ha: 0.3601
SMILES: [H]/N=C\C[C@H]1C=COC1

The geometry in XYZ format:
```
17
C6H9NO (the ωB97M-V functional and the def2-TZVPD basis)
C -0.929 -0.790 0.945
C -1.857 -0.223 -0.940
C 1.495 -0.308 -0.549
C 1.081 0.817 0.244
C -0.368 0.631 0.541
C -1.225 0.815 -0.626
H -1.515 -0.770 1.858
H -0.026 -1.486 1.087
H -2.338 -0.471 -1.897
H 0.735 -0.874 -1.302
H 1.436 1.719 -0.514
H 2.005 0.876 0.957
H -0.982 1.294 1.178
H -1.463 1.892 -0.737
H 3.183 -0.689 0.262
N 2.552 -1.098 -0.454
O -1.785 -1.336 -0.055
```

The data favor <c>; the next most stable structure lies 119.7 kJ/mol above it.

<a>
The following is a DFT calculation (the ωB97M-V functional and the def2-TZVPD basis) of a single C6H9NO molecule.

Results
HOMO level in eV: -8.2
Orbital gap in Ha: 0.3374
SMILES: C1[C@H]2N[C@@H]3C[C@H]3O[C@H]12

The geometry in XYZ format:
```
17
C6H9NO (the ωB97M-V functional and the def2-TZVPD basis)
C 2.354 -0.231 0.067
C 1.040 0.483 0.337
C -1.125 0.525 -0.249
C -2.476 -0.279 0.014
C -1.125 -0.646 0.514
C 0.999 -0.749 -0.406
H 3.135 0.239 -0.551
H 2.830 -0.727 0.973
H 1.105 0.622 1.577
H -0.098 2.263 -0.762
H -0.856 0.294 -1.236
H -2.746 -0.422 -1.065
H -3.251 0.079 0.730
H -0.857 -0.803 1.642
H 1.173 -0.507 -1.471
N -0.051 1.477 0.025
O -0.052 -1.618 -0.138
```

<b>
The following is a DFT calculation (the ωB97M-V functional and the def2-TZVPD basis) of a molecular structure, C6H9NO.

Results
HOMO level in eV: -8.7
Orbital gap in Ha: 0.3289

The geometry in XYZ format:
```
17
C6H9NO (the ωB97M-V functional and the def2-TZVPD basis)
C -0.427 -0.762 -0.116
C -1.750 -0.474 -0.634
C -0.164 0.778 -0.252
C 1.264 1.008 0.359
C 1.949 -0.242 -0.174
C 1.007 -1.239 -0.371
H -0.322 0.002 2.103
H -1.774 -0.411 -1.733
H -2.427 -0.901 -0.008
H -2.080 1.830 -0.174
H 0.106 0.690 -1.293
H 1.748 1.837 0.059
H 1.319 0.896 1.524
H 3.007 -0.582 -0.330
H 0.921 -2.366 -0.258
N -1.496 0.878 0.098
O -0.880 -0.942 1.199
```

The data favor <b>; the next most stable structure lies 6.0 kJ/mol above it.